# 1
Below is one molecule with the formula C5H10N2O3, with properties calculated with wB97M-V/def2-TZVPD.

Last column: Löwdin charge in e.
Positions of all 20 atoms, in Å:
C 2.01 1.75 -0.49  -0.0413
C 1.18 0.48 -0.60  -0.2780
N -0.08 0.80 0.10  0.1122
C -1.15 -0.01 -0.10  -0.4735
O -1.28 -0.85 -1.00  0.0311
C -2.27 0.31 0.83  -0.2099
N -3.53 0.23 0.15  0.0045
C 1.78 -0.69 0.17  -0.4721
O 2.47 -0.38 1.14  0.0991
O 1.23 -1.87 -0.12  0.1416
H 3.05 1.34 -0.68  0.1169
H 1.71 2.56 -1.08  0.0631
H 1.93 2.08 0.53  0.0717
H 1.11 0.16 -1.73  0.1891
H -0.02 1.27 0.99  0.1517
H -2.33 -0.42 1.67  0.1477
H -2.08 1.32 1.08  0.1004
H -3.37 0.63 -0.82  0.1113
H -4.00 -0.62 0.00  0.0517
H 0.52 -1.82 -0.77  0.0826

The SMILES is C[C@H](NC(=O)CN)C(=O)O. The value obtained for the HOMO energy is -0.351 hartree. Its multiplicity is 1. As for the net charge: 0. The energy relative to the best compared isomer or geometry (same formula, charge and spin) is 33.72 kcal per mole. The LUMO energy comes out at 0.69 eV.

# 2
Below is C24H19ClN2O2Pt as an isolated structure, with properties calculated with wB97M-V/def2-TZVPD.

Last column: Mulliken spin population.
Positions of all 49 atoms, in Å:
Pt -0.44 0.28 -2.31  1.3541
C -4.05 -0.40 -3.35  -0.0041
O -3.00 -0.63 -2.42  0.0216
C -3.31 -0.65 -1.09  -0.0257
C -4.60 -0.50 -0.61  0.0014
C -4.84 -0.54 0.76  -0.0035
C -3.80 -0.74 1.65  0.0047
C -2.51 -0.89 1.17  0.0155
C -2.24 -0.84 -0.20  0.0402
N -0.92 -0.98 -0.70  0.0858
N -0.05 -1.27 0.18  0.0205
C 1.27 -1.33 0.01  0.0343
C 1.98 -0.94 -1.19  0.0357
O 1.42 -0.71 -2.31  0.1125
C 3.40 -0.81 -1.11  0.0125
C 4.10 -1.16 -0.01  0.0080
C 3.44 -1.68 1.16  0.0051
C 4.18 -2.10 2.27  -0.0059
C 3.55 -2.60 3.39  0.0086
C 2.15 -2.67 3.41  -0.0035
C 1.41 -2.25 2.33  0.0113
C 2.04 -1.75 1.18  -0.0134
H -4.79 -1.20 -3.30  0.0005
H -3.58 -0.39 -4.33  0.0062
H -4.53 0.56 -3.17  -0.0018
H -5.42 -0.34 -1.28  -0.0002
H -5.85 -0.41 1.12  -0.0001
H -3.99 -0.78 2.71  0.0004
H -1.68 -1.04 1.84  -0.0022
H 3.89 -0.43 -2.00  -0.0017
H 5.18 -1.07 0.00  0.0012
H 5.26 -2.03 2.24  -0.0002
H 4.12 -2.93 4.24  0.0006
H 1.65 -3.05 4.29  -0.0001
H 0.33 -2.30 2.35  -0.0003
Cl 2.90 3.45 2.30  0.0039
C 1.85 3.16 0.95  0.0428
C 0.56 2.70 1.16  -0.0206
C -0.27 2.48 0.08  0.0743
C 0.16 2.70 -1.24  -0.1678
C -0.69 2.36 -2.39  0.3127
C 1.46 3.19 -1.41  0.0364
C 2.30 3.42 -0.33  -0.0220
H 0.22 2.49 2.17  -0.0017
H -1.28 2.13 0.25  -0.0029
H -0.36 2.80 -3.33  0.0229
H -1.76 2.54 -2.22  0.0082
H 1.83 3.37 -2.42  -0.0036
H 3.31 3.79 -0.49  -0.0008

The value obtained for the HOMO energy (alpha / beta) is -0.264 / -0.278 hartree. Its multiplicity is 3. As for the net charge: 0. The energy relative to the best compared isomer or geometry (same formula, charge and spin) is 4.95 kcal per mole. The LUMO energy (alpha / beta) comes out at -0.85 / -1.12 eV.

# 3
Below is one molecule with the formula C4H3NO2, with properties calculated with wB97M-V/def2-TZVPD.

Last column: Löwdin charge in e.
Positions of all 10 atoms, in Å:
O -2.25 -0.89 0.19  -0.0661
C -1.07 -0.33 -0.24  -0.2475
C -0.59 1.18 -0.05  0.0486
C 0.66 0.95 -0.04  -0.0597
C 1.09 -0.46 -0.06  -0.4122
O 2.23 -0.87 0.13  0.0966
N -0.06 -1.29 -0.17  0.1707
H -1.16 2.24 0.24  0.1947
H 1.43 1.70 0.08  0.1274
H -0.28 -2.24 -0.09  0.1474

The SMILES is O=C1C=CC(=O)N1. The value obtained for the HOMO energy is -0.372 hartree. Its multiplicity is 1. As for the net charge: 0. The energy relative to the best compared isomer or geometry (same formula, charge and spin) is 59.39 kcal per mole. The LUMO energy comes out at -0.90 eV.

# 4
Below is C30H25F6N8O22S6Y as an isolated structure, with properties calculated with wB97M-V/def2-TZVPD.

Last column: Löwdin charge in e.
Positions of all 98 atoms, in Å:
Y 4.60 0.19 -0.77  2.3258
N 6.07 3.25 -0.24  -0.3279
S 7.22 4.07 -0.79  0.4239
O 8.31 4.39 0.19  -0.2662
O 6.96 4.92 -1.95  -0.2400
F 7.85 2.73 -1.42  -0.2377
S 5.48 4.70 0.46  0.6148
O 4.63 5.51 -0.44  -0.2611
O 6.21 5.38 1.53  -0.2364
F 4.32 3.93 1.38  -0.2625
N 5.48 -0.81 -3.84  -0.3289
S 5.52 -0.12 -5.21  0.3494
O 4.85 -0.68 -6.37  -0.2277
O 6.64 0.69 -5.45  -0.2240
F 4.48 0.92 -4.67  -0.2154
S 6.06 -2.28 -4.53  0.5901
O 7.16 -2.27 -5.54  -0.2461
O 5.11 -3.34 -4.60  -0.2471
F 6.91 -2.79 -3.24  -0.2323
N 1.30 0.32 -0.10  -0.3172
S 0.28 1.42 -0.31  0.4061
O -0.07 2.33 0.78  -0.2448
O -0.68 1.21 -1.41  -0.2479
F 1.45 2.25 -1.05  -0.2616
S 0.02 -0.73 0.52  0.5532
O -0.41 -1.77 -0.40  -0.2418
O -0.77 -0.39 1.63  -0.2020
F 1.17 -1.50 1.34  -0.2445
C -5.13 1.44 6.31  -0.0481
C -4.26 0.57 5.63  -0.0828
C -4.49 -0.73 5.68  -0.0279
C -5.60 -1.33 6.36  -0.1177
C -6.44 -0.50 7.03  -0.0189
C -6.21 0.90 7.05  -0.0494
N -5.82 -2.81 6.26  -0.3624
O -5.07 -3.53 5.63  0.0747
O -6.67 -3.28 6.94  0.0855
H -4.99 2.51 6.42  0.0997
H -3.40 0.98 5.10  0.1121
H -3.78 -1.35 5.15  0.1185
H -7.25 -0.92 7.61  0.1173
H -6.74 1.60 7.68  0.1000
C -2.87 1.67 -7.86  -0.1027
C -3.52 0.55 -7.32  -0.0374
C -2.75 -0.30 -6.42  0.0097
C -1.36 -0.12 -6.30  -0.1196
C -0.76 1.03 -6.92  0.0143
C -1.56 1.92 -7.65  -0.0918
N -0.62 -1.11 -5.46  -0.3288
O -0.80 -2.34 -5.66  0.0517
O 0.28 -0.72 -4.75  0.0738
H -3.57 2.19 -8.50  0.1050
H -4.56 0.40 -7.54  0.0988
H -3.25 -1.11 -5.91  0.1102
H 0.29 1.18 -6.72  0.1126
H -1.06 2.74 -8.14  0.1101
C 1.56 1.69 7.73  -0.0799
C 2.44 0.74 8.19  -0.0611
C 3.29 0.17 7.20  0.0057
C 3.29 0.51 5.81  -0.1061
C 2.27 1.44 5.45  -0.0020
C 1.44 2.10 6.38  -0.0390
N 4.14 -0.13 4.77  -0.3262
O 4.12 0.34 3.59  -0.0137
O 4.73 -1.11 5.13  0.1081
H 0.83 2.19 8.36  0.1029
H 2.38 0.43 9.22  0.1107
H 3.96 -0.53 7.68  0.1091
H 2.18 1.72 4.41  0.1069
H 0.75 2.87 6.07  0.1071
C -6.77 5.08 -3.21  -0.0525
C -5.69 4.27 -3.57  -0.1063
C -5.22 3.31 -2.77  -0.0001
C -5.86 3.12 -1.48  -0.0975
C -6.94 3.92 -1.13  -0.0299
C -7.48 4.80 -2.03  -0.0680
N -5.37 2.16 -0.45  -0.3621
O -5.45 2.54 0.71  0.0668
O -4.89 1.11 -0.79  0.0962
H -7.01 5.74 -4.03  0.1027
H -5.21 4.47 -4.52  0.1083
H -4.33 2.72 -2.94  0.1176
H -7.47 3.79 -0.20  0.1203
H -8.26 5.51 -1.79  0.1072
C 1.11 -8.08 -1.44  -0.0248
C 1.17 -6.75 -1.93  -0.0608
C 2.07 -5.87 -1.42  -0.0049
C 3.04 -6.26 -0.45  -0.1115
C 3.02 -7.61 -0.09  -0.0327
C 2.07 -8.49 -0.48  -0.0650
N 4.09 -5.39 0.11  -0.3518
O 3.94 -4.20 -0.11  0.0099
O 5.10 -5.80 0.62  0.0990
H 0.49 -8.85 -1.88  0.1044
H 0.45 -6.39 -2.66  0.1129
H 2.06 -4.85 -1.78  0.1143
H 3.74 -7.95 0.64  0.1198
H 2.07 -9.52 -0.14  0.1097

The value obtained for the HOMO energy is -0.364 hartree. Its multiplicity is 1. As for the net charge: 0. The LUMO energy comes out at -7.12 eV.

# 5
Below is one molecule with the formula C3H2F5N, with properties calculated with wB97M-V/def2-TZVPD.

Last column: Löwdin charge in e.
Positions of all 11 atoms, in Å:
F 2.40 1.11 -0.45  0.0256
C 1.90 -0.08 -0.13  -0.1568
C 0.38 -0.07 -0.39  -0.2226
F -0.01 -0.24 -1.70  0.0896
N -0.44 0.03 0.52  0.2552
C -1.80 0.16 0.45  -0.6339
F -2.26 0.99 1.36  0.1695
F -2.48 0.40 -0.73  0.1133
F -2.29 -1.08 0.76  0.1028
H 2.58 -0.84 -0.59  0.1441
H 2.02 -0.39 0.89  0.1131

The SMILES is FC/C(F)=N/C(F)(F)F. The value obtained for the HOMO energy is -0.450 hartree. Its multiplicity is 1. As for the net charge: 0. The energy relative to the best compared isomer or geometry (same formula, charge and spin) is 0.00 kcal per mole. The LUMO energy comes out at 0.14 eV.

# 6
Below is C2Br2S3 as an isolated structure, with properties calculated with wB97M-V/def2-TZVPD.

Last column: Löwdin charge in e.
Positions of all 7 atoms, in Å:
C -0.79 0.12 -0.58  -1.3999
C 1.06 -0.02 0.73  -1.4133
S -2.11 0.19 -1.51  0.7398
S -0.58 -0.42 1.11  0.8681
S 0.89 0.61 -0.88  0.8343
Br 2.13 -2.82 -0.66  -0.4232
Br 2.49 0.19 1.87  0.7943

The value obtained for the HOMO energy (alpha / beta) is -0.295 / -0.296 hartree. Its multiplicity is 1. As for the net charge: 0. The energy relative to the best compared isomer or geometry (same formula, charge and spin) is 45.22 kcal per mole. The LUMO energy (alpha / beta) comes out at -3.19 / -3.19 eV.

# 7
Below is a 2-piece molecular cluster, FHIPS overall, with properties calculated with wB97M-V/def2-TZVPD.

Last column: Löwdin charge in e.
Positions of all 5 atoms, in Å:
F 0.18 0.50 -1.46  -0.4265
P 0.13 0.28 0.16  -0.2226
S -0.24 1.99 0.99  0.1743
I -1.58 -1.45 0.36  0.3613
H 1.50 -1.33 -0.05  0.1135

The value obtained for the HOMO energy (alpha / beta) is -0.360 / -0.360 hartree. Its multiplicity is 1. As for the net charge: 0. The energy relative to the best compared isomer or geometry (same formula, charge and spin) is 53.84 kcal per mole. The LUMO energy (alpha / beta) comes out at -2.30 / -2.29 eV.

| no. | largest force on an atom (eV/Å) |
| --- | --- |
| 1 | 3.803 |
| 2 | 1.009 |
| 3 | 10.860 |
| 4 | 11.460 |
| 5 | 4.097 |
| 6 | 1.147 |
| 7 | 3.320 |